No. 1
Formula: C9H16NO12S
Source: the Open Molecules 2025 dataset
Level of theory: ωB97M-V/def2-TZVPD

Geometry as XYZ:
```
39
Properties=species:S:1:pos:R:3:forces:R:3
N 0.183 0.717 3.114 0.422 0.794 -1.908
O 0.728 0.971 1.950 -0.752 -1.006 1.601
O -0.329 -0.421 3.325 0.768 1.513 0.126
O 0.164 1.666 3.927 -0.344 -1.359 -0.013
O -3.369 -1.613 -1.429 1.911 -0.404 1.544
S -2.136 -1.891 -0.666 -3.668 1.633 -3.591
O -1.691 -3.219 -0.637 1.094 -2.736 0.015
O -1.026 -0.971 -1.333 0.975 0.203 0.705
C -0.080 -1.710 -2.191 -0.980 -2.165 1.681
C 0.910 -0.769 -2.790 -5.800 4.460 0.429
C -2.259 -1.336 0.922 2.998 -0.929 -0.115
H -0.819 -2.198 -2.843 1.071 -0.033 -0.701
H 0.367 -2.559 -1.555 -0.375 1.421 -0.906
H 0.376 -0.344 -3.753 1.014 -0.107 1.993
H 1.696 -1.197 -3.168 4.683 -2.624 -1.500
H 1.136 0.068 -2.037 -0.159 -1.199 -1.312
H -3.148 -1.603 1.311 -3.161 -0.765 1.119
H -2.110 -0.330 0.847 0.294 2.919 0.446
H -1.463 -1.830 1.470 0.188 0.363 0.197
C -1.870 4.461 -0.432 1.209 3.832 0.541
C -1.524 3.344 0.554 0.400 2.536 1.823
O -2.179 2.273 -0.065 2.884 -2.606 2.328
C -2.922 2.585 -1.059 -3.390 -1.337 -1.897
O -3.633 1.772 -1.636 1.525 2.169 0.631
O -2.932 3.926 -1.218 0.594 0.674 -0.625
H -0.914 4.885 -1.080 -2.510 -1.511 1.226
H -2.241 5.431 0.153 0.548 -2.057 -1.400
H -1.927 3.502 1.597 -0.414 -0.210 -1.208
H -0.434 3.421 0.852 -0.769 -1.619 -1.310
C 2.365 -1.611 0.560 -0.472 1.565 1.899
C 3.405 -1.161 1.592 0.865 2.300 0.346
O 4.646 -1.758 1.109 0.256 0.359 2.032
C 4.364 -2.495 0.099 2.346 -3.116 -5.548
O 5.097 -3.222 -0.625 -1.306 2.167 3.216
O 3.135 -2.295 -0.347 -0.683 -1.045 -1.271
H 1.840 -0.766 0.071 0.100 -0.671 0.579
H 1.738 -2.273 1.136 -0.962 -0.245 -0.515
H 3.257 -1.380 2.645 -0.247 -0.848 -0.145
H 3.583 -0.074 1.640 -0.153 -0.315 -0.513
```
Positions in Å, forces in eV/Å.

Net charge: -1
Kohn-Sham gap: 8.3 eV
Molar mass: 362.29 g/mol

=====

No. 2
Formula: C2H11NO4
Source: the Open Molecules 2025 dataset
Level of theory: ωB97M-V/def2-TZVPD

Geometry as XYZ:
```
18
Properties=species:S:1:pos:R:3:forces:R:3
C 1.419 0.686 1.396 -0.626 -0.402 -0.526
C 0.352 -0.389 1.365 -0.274 0.339 0.137
N -0.291 -0.647 0.200 0.423 0.324 0.339
O 0.002 -0.938 2.395 -0.010 -0.176 0.448
H 0.911 1.617 1.639 -0.038 0.073 0.208
H 1.891 0.841 0.430 0.287 -0.164 0.027
H 2.082 0.408 2.195 0.500 0.168 0.113
H 0.053 -0.251 -0.656 -0.183 -0.070 -0.094
H -1.178 -1.103 0.316 -0.083 -0.220 -0.423
O 1.602 0.280 -2.175 -0.300 -0.643 -0.849
H 0.879 0.049 -2.784 0.045 0.323 0.210
H 2.312 -0.196 -2.633 0.215 0.269 0.503
O -2.801 -1.689 2.851 -0.003 -0.137 0.066
H -1.848 -1.696 3.014 0.145 0.200 -0.192
H -3.151 -2.385 3.414 -0.058 0.017 -0.025
O -0.622 1.521 -3.941 -0.141 0.326 0.902
H -1.121 2.339 -4.046 -0.055 -0.063 -0.499
H -0.490 1.553 -2.979 0.154 -0.164 -0.344
```
Positions in Å, forces in eV/Å.

Kohn-Sham gap: 10.1 eV
Structure (SMILES): CC(N)=O.O.O.O
Molar mass: 113.11 g/mol